Computed, not measured: a structure of composition C40H35Cl5CrN4O3P2 at a distorted geometry, with ωB97M-V with the def2-TZVPD basis set.

```
90
Properties=species:S:1:pos:R:3:forces:R:3:nbo_charge:R:1
Cr 0.6337 0.4902 1.7620 -0.091 0.660 0.059 1.071
N -1.6252 -0.2305 -1.5153 -0.024 0.170 0.170 -1.303
P -1.6620 -1.5235 -0.3275 0.106 -0.221 -0.197 1.058
C -3.3949 -2.0520 -0.6597 -0.063 0.074 -0.048 -0.265
C -4.2478 -2.2590 0.4178 0.037 0.033 0.152 -0.215
C -5.5596 -2.6749 0.2131 -0.028 -0.043 0.013 -0.216
C -6.0293 -2.8821 -1.0730 0.062 0.000 0.006 -0.209
C -5.1817 -2.6835 -2.1584 0.026 0.009 -0.036 -0.206
C -3.8732 -2.2771 -1.9525 -0.024 -0.003 -0.020 -0.239
C -0.8420 -2.8767 -1.2729 0.016 0.060 -0.004 -0.359
C -0.9066 -4.1588 -0.7273 -0.014 -0.019 0.044 -0.211
C -0.2847 -5.2256 -1.3550 0.038 0.023 0.004 -0.192
C 0.4356 -5.0200 -2.5262 0.025 0.037 0.004 -0.218
C 0.5157 -3.7465 -3.0683 -0.010 0.001 0.011 -0.224
C -0.1236 -2.6793 -2.4464 0.000 -0.019 0.044 -0.158
P -0.4945 0.9942 -1.4822 0.052 0.228 0.469 2.149
C 0.2563 1.1071 -3.1122 -0.033 -0.044 -0.114 -0.454
C 1.5794 0.7016 -3.2509 0.118 0.069 0.049 -0.174
C 2.1971 0.7717 -4.4933 0.007 -0.053 0.018 -0.200
C 1.4932 1.2359 -5.5947 0.040 -0.058 0.018 -0.200
C 0.1690 1.6310 -5.4601 -0.126 0.026 -0.005 -0.242
C -0.4511 1.5643 -4.2215 0.010 0.002 0.015 -0.122
C -1.4220 2.5134 -1.2336 -0.039 0.074 -0.316 -0.463
C -0.8661 3.7137 -1.6775 -0.040 -0.027 0.034 -0.173
C -1.5434 4.9060 -1.4811 0.042 0.038 0.029 -0.203
C -2.7748 4.9056 -0.8386 0.047 -0.078 -0.004 -0.189
C -3.3192 3.7161 -0.3761 -0.033 0.029 0.038 -0.227
C -2.6439 2.5206 -0.5691 0.005 -0.008 -0.026 -0.102
H -2.5430 0.0602 -1.8283 0.030 -0.121 -0.162 0.426
H -3.8772 -2.0977 1.4254 -0.048 0.002 -0.048 0.234
H -6.2143 -2.8429 1.0593 0.035 0.031 0.014 0.214
H -7.0502 -3.2068 -1.2326 0.014 0.006 -0.008 0.209
H -5.5416 -2.8625 -3.1642 0.014 0.018 -0.001 0.209
H -3.2037 -2.1460 -2.7970 -0.031 -0.033 0.002 0.221
H -1.4490 -4.3231 0.1998 0.028 0.000 -0.027 0.217
H -0.3456 -6.2174 -0.9244 0.004 0.022 0.020 0.210
H 0.9513 -5.8465 -3.0004 -0.051 0.013 -0.004 0.208
H 1.0809 -3.5774 -3.9777 -0.008 0.006 0.037 0.209
H -0.0564 -1.6890 -2.8768 -0.006 0.021 -0.041 0.208
H 2.1149 0.3536 -2.3738 0.000 0.019 -0.049 0.255
H 3.2302 0.4663 -4.6013 -0.016 -0.005 0.029 0.217
H 1.9776 1.2849 -6.5627 -0.017 0.029 0.027 0.211
H -0.3760 1.9983 -6.3208 -0.010 -0.015 0.020 0.211
H -1.4820 1.8819 -4.1030 0.030 0.026 -0.072 0.208
H 0.0981 3.7073 -2.1732 -0.007 0.050 0.017 0.229
H -1.1084 5.8384 -1.8197 0.005 -0.038 -0.001 0.214
H -3.3075 5.8366 -0.6921 0.008 0.002 0.023 0.210
H -4.2671 3.7229 0.1471 0.024 -0.025 -0.007 0.215
H -3.0599 1.5957 -0.1881 0.002 0.035 0.053 0.214
Cl 6.2585 -4.2041 2.9224 0.009 0.032 -0.025 -0.001
C 5.2877 -2.7732 2.8082 0.022 0.092 0.012 -0.172
C 4.2465 -2.6919 1.8829 -0.029 0.022 0.094 -0.043
Cl 3.9529 -4.0046 0.7940 -0.041 -0.037 0.008 0.012
C 3.4560 -1.5637 1.8248 -0.111 0.125 0.096 -0.189
Cl 2.1416 -1.4108 0.7159 0.424 -0.618 -0.647 0.069
C 3.6424 -0.4111 2.6516 0.177 -0.154 0.020 0.454
O 2.9265 0.6123 2.5456 -0.042 0.053 0.002 -0.750
C 4.7353 -0.5358 3.5698 0.026 -0.037 0.038 -0.180
Cl 5.0326 0.8195 4.6013 -0.007 -0.004 -0.032 0.011
C 5.5235 -1.6726 3.6412 -0.094 -0.037 -0.132 -0.052
Cl 6.8463 -1.7388 4.7581 -0.033 0.005 0.031 0.011
O -0.7563 1.9786 2.0133 -0.362 0.176 -0.091 -0.567
N -0.0018 2.9664 1.6616 -0.232 0.381 -0.120 0.170
N 1.1567 2.5285 1.4464 0.646 0.463 -0.082 -0.400
O 0.5813 0.7761 -0.4760 -0.224 -0.584 -0.157 -1.103
C 2.1112 3.4110 0.9076 -0.065 0.297 -0.021 0.221
C 1.9824 4.8011 0.9322 -0.039 -0.042 0.063 -0.260
C 2.9476 5.5977 0.3346 -0.026 0.030 -0.018 -0.217
C 4.0402 5.0261 -0.3049 0.036 -0.081 -0.014 -0.248
C 4.1699 3.6421 -0.3235 -0.048 0.056 -0.004 -0.200
C 3.2199 2.8389 0.2898 0.011 -0.077 -0.055 -0.231
H 1.1264 5.2370 1.4304 0.014 0.023 -0.027 0.225
H 2.8487 6.6772 0.3656 -0.024 -0.026 0.017 0.200
H 4.7913 5.6509 -0.7749 -0.041 -0.009 0.016 0.200
H 5.0144 3.1852 -0.8265 0.007 -0.006 0.070 0.204
H 3.3168 1.7611 0.3081 -0.019 0.003 0.016 0.240
C -0.9620 -2.6784 3.4834 0.075 0.004 0.030 -0.592
C -0.8747 -1.1806 3.7973 -0.556 0.591 -0.316 0.056
C -2.2665 -0.5339 3.5780 0.135 -0.143 0.168 -0.620
C -0.4519 -0.9723 5.2536 0.040 -0.002 -0.036 -0.597
N 0.0911 -0.5803 2.9254 0.251 -1.548 0.905 -0.707
H -1.7543 -3.1610 4.0691 0.057 0.010 -0.028 0.184
H -0.0058 -3.1591 3.7060 -0.051 -0.003 -0.044 0.213
H -1.1701 -2.8132 2.4177 -0.008 -0.021 0.048 0.196
H -3.0297 -0.9603 4.2466 0.056 0.059 -0.105 0.179
H -2.5700 -0.6814 2.5366 0.004 0.033 0.073 0.189
H -2.1884 0.5410 3.7523 -0.058 -0.028 -0.016 0.223
H -1.1824 -1.4105 5.9438 0.051 0.016 -0.013 0.182
H -0.3653 0.0979 5.4548 -0.005 -0.047 0.031 0.212
H 0.5258 -1.4296 5.4213 -0.033 0.026 0.016 0.213
```
Forces are in eV/Å.

Computed properties:
Spin multiplicity: 4
⟨S²⟩: 3.92
Gap between HOMO and LUMO (alpha / beta) in eV: 5.23 / 6.40
LUMO (alpha / beta) in eV: 2.1 / 2.1
HOMO level (alpha / beta) in eV: -3.18 / -4.34
Net charge: -1



Computed, not measured: a structure of composition C25H18CsF9N10OS2 at a distorted geometry, with ωB97M-V with the def2-TZVPD basis set.

```
66
Properties=species:S:1:pos:R:3:forces:R:3:mulliken_charge:R:1
Cs 0.2474 1.3708 0.7803 -0.845 -1.710 -0.380 1.290
C 1.8785 0.1422 -3.4963 -0.102 -0.079 -0.141 -0.467
C 1.9515 -0.4383 -2.2777 0.628 0.091 -0.155 -0.068
N 0.8392 -0.9088 -1.6257 -0.469 0.793 -0.714 0.217
C -0.3885 -0.6610 -2.2563 0.494 0.230 -0.472 0.170
C -0.3616 -0.1196 -3.5223 -0.306 -0.013 0.173 -0.656
N 0.7171 0.2855 -4.1929 0.368 0.203 -0.461 -0.869
C -1.6533 -0.8858 -1.5690 -0.818 -0.348 0.191 0.105
C -2.7012 -1.4649 -2.2658 0.468 -0.031 -0.122 -1.144
C -3.9455 -1.6986 -1.6388 -0.330 -0.026 0.021 0.844
C -4.0026 -1.2967 -0.2883 0.035 0.039 0.334 -0.580
C -2.9146 -0.7292 0.3483 -0.171 -0.256 -1.058 0.075
N -1.7411 -0.4832 -0.2856 -0.267 -0.131 -0.084 0.067
C -2.9753 -0.3594 1.7531 0.875 0.589 0.677 -0.256
C -4.0456 -0.6673 2.6012 -0.380 -0.115 0.154 -0.187
N -4.0749 -0.3721 3.8867 0.600 0.295 0.224 -0.723
C -2.9745 0.2381 4.3751 -0.553 -0.202 0.084 -0.432
C -1.9089 0.5566 3.5622 0.013 0.096 0.073 -0.299
N -1.8964 0.2958 2.2630 -1.372 -0.852 0.072 0.040
C -5.0706 -2.2902 -2.3052 0.109 0.164 0.175 0.970
C -6.2886 -2.5857 -1.6433 0.022 0.010 0.085 -0.573
C -7.3655 -3.0611 -2.3434 -0.164 -0.088 0.030 -0.351
N -7.3818 -3.3034 -3.6588 -0.253 -0.152 -0.230 -0.793
C -6.2199 -3.0823 -4.2847 -0.140 -0.096 -0.138 -0.300
C -5.0812 -2.6081 -3.6864 0.232 0.050 -0.023 -0.600
H 2.7762 0.5078 -3.9786 0.104 -0.002 0.078 0.359
H 2.8918 -0.6234 -1.7703 -0.119 0.118 -0.048 0.313
H -1.3065 0.0416 -4.0321 -0.089 -0.008 0.173 0.493
H -2.5241 -1.7807 -3.2838 0.019 -0.027 0.011 0.551
H -4.9208 -1.4171 0.2600 -0.089 -0.057 0.067 0.124
H -4.9301 -1.1811 2.2446 0.098 -0.007 -0.179 0.435
H -2.9837 0.4664 5.4340 0.104 0.020 -0.006 0.382
H -1.0221 1.0428 3.9605 -0.030 0.016 0.078 0.365
H -6.3864 -2.4574 -0.5772 -0.045 0.056 0.100 0.314
H -8.2975 -3.2807 -1.8305 0.002 0.042 0.135 0.348
H -6.2296 -3.3120 -5.3479 0.146 0.055 -0.001 0.348
H -4.1943 -2.4782 -4.2870 0.057 0.064 -0.072 0.267
C 5.7626 -1.8938 0.9450 -0.048 -0.007 -0.014 -1.109
C 4.9562 -1.8703 2.1862 0.230 -0.318 0.206 0.949
N 5.2421 -2.5101 3.2814 0.513 -0.186 -0.417 -0.879
N 4.2434 -2.1839 4.1425 -0.331 0.561 -0.777 0.215
C 3.3438 -1.3180 3.5987 0.362 -0.175 0.144 0.128
S 2.0340 -0.6937 4.3575 -0.763 0.381 0.308 -0.471
N 3.8180 -1.1188 2.3189 0.320 -0.721 0.956 0.279
N 3.2027 -0.3391 1.3804 -0.411 0.643 -0.571 -0.192
H 6.5805 -2.6002 1.0570 -0.007 -0.016 0.046 0.342
H 6.1746 -0.9034 0.7477 0.010 0.020 -0.096 0.252
H 5.1391 -2.1893 0.1009 -0.007 0.042 -0.055 0.262
H 4.2044 -2.5599 5.0728 -0.070 0.096 -0.109 0.174
H 2.5142 -0.8806 0.7969 0.262 0.001 0.218 -0.276
H 3.8743 0.1414 0.7886 0.005 -0.020 0.321 0.052
F 1.4556 5.7221 1.6660 -0.166 -0.099 0.265 -0.264
C 2.0924 5.4773 0.5181 -0.127 0.358 0.110 0.590
F 3.0098 6.4608 0.3918 0.261 0.044 -0.060 -0.283
F 1.1999 5.6863 -0.4597 -0.198 -0.161 -0.263 -0.265
C 2.6582 4.0097 0.5008 1.255 1.194 -0.481 0.520
O 1.8021 3.1544 0.9332 1.159 1.356 0.352 -0.964
C 3.9814 4.0666 1.3623 0.378 -0.027 -0.064 0.551
F 3.7767 4.6592 2.5445 -0.239 0.031 0.304 -0.282
F 5.0023 4.7457 0.7892 0.094 0.094 -0.174 -0.298
F 4.4675 2.8480 1.6158 -0.205 -0.309 0.046 -0.183
C 3.1170 3.7207 -0.9849 0.018 0.096 -0.227 0.559
F 2.0749 3.5206 -1.7921 -0.272 -0.166 0.119 -0.259
F 3.8801 2.6182 -1.0519 0.068 -0.305 0.176 -0.241
F 3.8443 4.7032 -1.5589 0.037 0.258 0.019 -0.301
S 1.0324 -1.8741 -0.2699 0.036 -1.394 1.065 -0.385
```
Forces are in eV/Å.

Computed properties:
Spin multiplicity: 1
ΔE to the lowest compared entry with this formula, charge and spin in eV: 1.546
Gap between HOMO and LUMO (alpha / beta) in eV: 3.70 / 4.29
LUMO (alpha / beta) in eV: 3.8 / 3.8
HOMO level (alpha / beta) in eV: 0.08 / -0.51
Net charge: -2



Computed, not measured: a structure of composition CHI3S at a distorted geometry, with ωB97M-V with the def2-TZVPD basis set.

```
6
Properties=species:S:1:pos:R:3:forces:R:3:nbo_charge:R:1
C 0.3463 0.6807 -0.4494 2.227 -0.608 -0.997 -0.547
S -0.6280 1.9629 -0.8153 -1.116 1.944 -0.441 0.224
I 0.0146 -0.4940 -2.8934 0.320 0.675 1.089 -0.182
I 2.3834 0.9774 0.2340 -1.270 -0.687 -0.540 0.245
I -0.1001 3.6235 0.8538 -0.205 0.003 -0.077 0.054
H -0.1758 -0.2030 -0.2541 0.044 -1.327 0.965 0.207
```
Forces are in eV/Å.

Computed properties:
Spin multiplicity: 1
ΔE to the lowest compared entry with this formula, charge and spin in eV: 1.118
Gap between HOMO and LUMO (alpha / beta) in eV: 6.61 / 6.53
LUMO (alpha / beta) in eV: -2.3 / -2.4
HOMO level (alpha / beta) in eV: -8.95 / -8.89